Entry from the Open Molecules 2025 dataset: a structure of composition C42H102N5O11 at a distorted geometry (ωB97M-V/def2-TZVPD).

XYZ file:
```
160
Properties=species:S:1:pos:R:3
C 5.09875 -2.92499 -8.76797
C 4.62753 -4.43110 -8.74751
N 2.98460 -4.45251 -8.77917
C 2.61128 -4.22477 -7.32157
C 2.37709 -3.37220 -9.79122
C 0.86377 -3.28425 -10.09474
C 2.48414 -5.85935 -9.23404
C 2.47513 -6.01237 -10.77189
O 3.79373 -6.27301 -11.19528
C 3.80487 -6.53241 -12.63071
H 4.97080 -2.50850 -9.76710
H 6.17178 -2.84481 -8.59392
H 4.67635 -2.14398 -8.13575
H 4.96252 -4.98949 -7.87339
H 5.00809 -5.05639 -9.55515
H 1.52514 -4.29926 -7.26826
H 3.05692 -3.28504 -6.99537
H 3.12402 -4.95493 -6.69542
H 2.97338 -3.29558 -10.70043
H 2.60882 -2.47624 -9.21532
H 0.29446 -3.09206 -9.18532
H 0.45527 -4.28918 -10.20127
H 0.42596 -2.50062 -10.71308
H 1.50734 -6.00847 -8.77390
H 3.05215 -6.52824 -8.58747
H 1.89493 -5.32649 -11.38917
H 1.94992 -6.96467 -10.84517
H 4.83553 -6.64620 -12.96668
H 3.57398 -5.60522 -13.15521
H 3.20358 -7.35571 -13.01638
C 7.52251 -11.95147 -0.94833
C 8.42614 -11.92137 -2.19684
N 7.69046 -11.40154 -3.49198
C 8.50933 -11.86517 -4.69632
C 6.27489 -12.09072 -3.59093
C 5.56761 -11.70946 -4.88505
C 7.61579 -9.80881 -3.48778
C 6.65833 -9.06385 -2.42875
O 7.39085 -8.87773 -1.23229
C 6.70633 -8.43015 -0.13293
H 6.87276 -11.08851 -0.80261
H 8.17900 -12.14234 -0.09940
H 6.86373 -12.81985 -0.95017
H 9.15581 -12.72048 -2.32765
H 9.30859 -11.29349 -2.07379
H 8.50802 -12.93095 -4.92481
H 9.53597 -11.52932 -4.55033
H 8.15403 -11.39805 -5.61483
H 5.64937 -11.69751 -2.78955
H 6.40057 -13.16849 -3.48747
H 5.22950 -10.67578 -4.95788
H 4.70360 -12.33737 -5.10255
H 6.17766 -11.89136 -5.76984
H 7.18417 -9.62543 -4.47174
H 8.62405 -9.41491 -3.35989
H 5.82360 -9.74935 -2.28243
H 6.30111 -8.11804 -2.83611
H 6.50235 -7.37662 0.05826
H 7.31337 -8.62490 0.75119
H 5.78441 -9.00741 -0.06273
C 8.61154 -4.59696 -7.53321
C 8.85027 -4.23126 -6.08945
N 8.48882 -5.39170 -5.04255
C 9.61465 -6.44332 -5.09314
C 8.55372 -4.71174 -3.63197
C 8.48858 -5.60717 -2.32793
C 7.05658 -6.07099 -5.17865
C 5.81456 -5.10022 -4.95342
O 5.68077 -3.96642 -5.77417
C 5.24467 -2.76286 -5.16543
H 9.18131 -3.80908 -8.02585
H 7.57900 -4.52349 -7.87463
H 8.80590 -5.59218 -7.93303
H 8.16780 -3.46397 -5.72394
H 9.85631 -3.96431 -5.76582
H 9.67335 -6.99517 -4.15500
H 10.55798 -5.90139 -5.02566
H 9.31319 -7.10070 -5.90866
H 7.73592 -3.99113 -3.63590
H 9.38254 -4.00777 -3.70668
H 8.25740 -5.01835 -1.44027
H 9.36788 -6.20751 -2.09441
H 7.70807 -6.36442 -2.40185
H 6.96557 -6.93243 -4.51702
H 7.07661 -6.42000 -6.21107
H 5.77462 -4.84659 -3.89409
H 4.88358 -5.64782 -5.10015
H 4.56446 -2.88042 -4.32187
H 4.71460 -2.31216 -6.00446
H 6.08620 -2.15482 -4.83345
C 0.20032 -11.36570 -6.39271
C -0.01502 -11.75652 -7.86962
N 1.31439 -11.96724 -8.64448
C 2.34048 -10.82103 -8.41108
C 1.98802 -13.30581 -8.15222
C 3.48124 -13.54126 -8.57242
C 1.03276 -12.01844 -10.16234
C -0.00810 -11.01019 -10.63440
O 0.22480 -9.70823 -10.10603
C -0.67169 -8.73569 -10.68932
H -0.79618 -11.30434 -5.95530
H 0.67935 -10.42144 -6.13387
H 0.66767 -12.10750 -5.74508
H -0.40674 -10.79577 -8.20370
H -0.74454 -12.55379 -8.01197
H 2.82558 -11.06649 -7.46635
H 1.73263 -9.91708 -8.44960
H 3.03395 -11.06906 -9.21463
H 1.22397 -14.03176 -8.43028
H 1.86538 -13.32690 -7.06935
H 4.16158 -12.72411 -8.33258
H 3.75833 -13.69265 -9.61569
H 3.89929 -14.37897 -8.01424
H 0.60212 -12.99880 -10.36611
H 2.00166 -11.93550 -10.65474
H -1.06133 -11.25705 -10.50073
H 0.12039 -10.78507 -11.69313
H -0.55160 -7.73219 -10.28108
H -1.69063 -9.11665 -10.62041
H -0.44805 -8.78394 -11.75504
C -0.98596 -6.32956 -1.76709
C -0.69268 -7.10272 -3.06600
N 0.14244 -6.31028 -4.17862
C -0.31218 -4.85011 -4.25224
C 1.63171 -6.14767 -3.64713
C 2.41571 -7.42034 -3.30774
C 0.24785 -7.05298 -5.53898
C -1.04244 -6.89617 -6.35180
O -1.07817 -5.64032 -7.07815
C -1.98908 -5.62935 -8.22733
H -1.51130 -6.89704 -0.99892
H -1.72770 -5.55111 -1.94575
H -0.14588 -5.95057 -1.18508
H -1.56589 -7.33795 -3.67450
H -0.19402 -8.05983 -2.91311
H 0.04285 -4.21789 -3.43839
H -1.39627 -4.93842 -4.18105
H -0.09802 -4.38111 -5.21259
H 1.47036 -5.57623 -2.73306
H 2.08638 -5.52280 -4.41584
H 2.21668 -7.75134 -2.28847
H 3.49852 -7.30346 -3.35196
H 2.20716 -8.29558 -3.92301
H 0.51058 -8.10736 -5.45318
H 0.96546 -6.41950 -6.06036
H -1.97970 -6.92178 -5.79593
H -1.21272 -7.76640 -6.98568
H -3.03395 -5.38504 -8.03588
H -2.14326 -6.60756 -8.68278
H -1.79099 -4.80487 -8.91223
O 9.45234 -9.90572 -6.82059
C 8.93203 -9.48623 -7.91114
O 8.16887 -8.60937 -7.66054
O 9.34537 -9.83904 -9.05024
H 8.73666 -9.28918 -6.64946
O 5.05666 -8.11625 -7.68670
C 4.32228 -8.26448 -6.60505
O 4.89090 -8.29317 -5.53001
O 3.10173 -8.30991 -6.68293
H 5.96104 -8.26149 -7.39927
```

Values from the calculation:
LUMO (eV): -5.6
ΔE to the lowest compared entry with this formula, charge and spin (kcal/mol): 0.0
HOMO (eV): -12.1
Max |F| (Eh/bohr): 0.26561
Charge: +3